ORCA calculation (ωB97M-V/def2-TZVPD) on a molecular structure, C32H36BrFeN4O2S at a distorted geometry.

The geometry in XYZ format:
```
77
Properties=species:S:1:pos:R:3
Fe -0.095 -1.391 -0.218
O -5.430 0.603 -1.571
C -4.513 0.740 -2.574
C -4.998 1.214 -3.794
C -4.131 1.424 -4.847
C -2.770 1.161 -4.705
C -2.293 0.702 -3.494
C -3.150 0.485 -2.415
C -2.544 0.054 -1.093
O -1.653 -0.926 -1.207
N -1.919 1.320 -0.564
N -0.677 1.361 -0.289
C -0.129 2.520 0.043
C 1.234 2.575 0.381
Br 2.220 0.950 0.220
C 1.955 3.704 0.722
C 1.455 5.001 1.071
C 2.327 6.093 0.904
C 1.902 7.378 1.176
C 0.615 7.590 1.655
C -0.244 6.518 1.876
C 0.167 5.234 1.588
H -5.231 -0.159 -1.010
H -6.058 1.400 -3.891
H -4.518 1.787 -5.789
H -2.095 1.321 -5.535
H -1.235 0.501 -3.362
H -3.332 -0.151 -0.343
H -2.515 2.149 -0.503
H -0.709 3.437 -0.012
H 3.035 3.603 0.695
H 3.330 5.919 0.535
H 2.571 8.214 1.026
H 0.285 8.596 1.881
H -1.227 6.693 2.291
H -0.483 4.401 1.826
C -0.276 -4.344 1.592
C 0.247 -3.518 0.460
C -0.456 -3.397 -0.747
C -1.847 -3.947 -0.879
C 0.134 -2.697 -1.842
C -0.590 -2.644 -3.147
C 1.402 -2.088 -1.702
C 1.994 -1.279 -2.821
C 2.137 -2.275 -0.498
C 3.597 -1.911 -0.393
C 1.526 -2.885 0.601
C 2.263 -2.978 1.910
H -0.606 -3.727 2.429
H 0.514 -5.006 1.949
H -1.111 -4.962 1.286
H -1.820 -4.995 -1.187
H -2.417 -3.382 -1.609
H -2.380 -3.884 0.067
H -1.318 -1.829 -3.146
H -1.131 -3.573 -3.311
H 0.100 -2.513 -3.974
H 2.582 -1.907 -3.494
H 2.647 -0.499 -2.435
H 1.216 -0.799 -3.409
H 3.801 -1.023 0.196
H 4.036 -1.764 -1.375
H 4.135 -2.727 0.089
H 2.884 -3.877 1.939
H 1.574 -3.043 2.750
H 2.924 -2.125 2.065
S -1.496 -1.080 1.579
C -0.746 -0.604 3.028
N 0.559 -0.214 3.061
C 1.186 0.158 4.200
C 0.482 0.147 5.369
C -0.870 -0.245 5.276
N -1.458 -0.601 4.161
H 1.057 -0.189 2.178
H 2.224 0.445 4.110
H 0.934 0.429 6.306
H -1.493 -0.266 6.165
```

- Charge: +2
- Gap between HOMO and LUMO (spin up / spin down): 3.8 / 4.9 eV
- Spin multiplicity: 2

---

ORCA calculation (ωB97M-V/def2-TZVPD) on a molecular structure, C15H26F6FeNO3P2 at a distorted geometry.

The geometry in XYZ format:
```
54
Properties=species:S:1:pos:R:3
Fe -0.127 0.308 -0.009
P -1.083 -1.712 -0.826
C -0.605 -1.460 -2.513
C -0.270 -0.162 -2.938
N 0.080 0.805 -1.951
C 0.354 2.092 -2.290
C 0.162 2.609 -3.611
C -0.136 1.636 -4.585
C -0.232 0.268 -4.291
C 0.822 3.031 -1.162
P 1.574 1.986 0.200
H -0.486 -0.495 -5.017
H 0.197 3.626 -3.811
H -0.394 1.960 -5.620
H 1.584 3.741 -1.493
H -0.034 3.553 -0.701
H 1.703 -2.241 -2.039
H -0.425 -2.315 -3.255
H 2.670 -1.589 0.193
O 2.535 -2.643 -1.760
H 3.324 -2.363 -2.329
H 1.132 -0.776 1.501
O 2.599 -1.150 1.011
H 3.114 -1.799 1.522
C 3.330 1.870 -0.289
H 3.794 2.872 -0.336
H 3.865 1.231 0.432
H 3.417 1.395 -1.282
C 1.535 2.973 1.708
H 1.569 2.277 2.557
H 2.390 3.658 1.762
H 0.597 3.534 1.774
C -2.843 -1.459 -1.105
H -3.198 -2.369 -1.609
H -3.324 -1.263 -0.154
H -2.933 -0.610 -1.803
C -0.723 -3.401 -0.292
H -0.954 -3.499 0.784
H -1.367 -4.097 -0.835
H 0.317 -3.692 -0.460
C -1.568 -1.725 2.793
C -0.791 -0.491 2.818
O 0.185 -0.356 1.712
C -1.789 0.706 2.745
F -2.738 0.658 3.710
F -1.182 1.910 2.818
F -2.468 0.700 1.546
C 0.028 -0.383 4.123
F -0.760 -0.500 5.223
F 0.904 -1.420 4.127
F 0.746 0.751 4.252
H -2.244 -1.747 1.909
H -2.203 -1.760 3.705
H -0.880 -2.597 2.808
```

- Charge: +1
- Gap between HOMO and LUMO (spin up / spin down): 6.8 / 6.4 eV
- Spin multiplicity: 5

---

ORCA calculation (ωB97M-V/def2-TZVPD) on a single C4H4Cl2O2 molecule at a distorted geometry.

The geometry in XYZ format:
```
12
Properties=species:S:1:pos:R:3
O 2.291 -0.369 0.862
C 1.138 -0.964 0.491
O 0.666 -1.721 1.631
Cl 1.386 -2.210 -0.853
C 0.124 -0.069 -0.149
C -0.841 0.580 -0.465
C -1.713 1.531 -1.063
Cl -1.911 3.007 0.066
H 2.948 -0.914 1.454
H 0.027 -2.347 1.276
H -2.803 1.304 -1.311
H -1.311 2.173 -1.939
```

- Gap between HOMO and LUMO: 10.8 eV
- Structure (SMILES): OC(O)(Cl)C#CCCl

---

Question: Which formula does entry 3 have?
Answer: C4H4Cl2O2